No. 1
Molecular formula: C3H2N2S
Method: DFT, wB97M-V/def2-TZVPD

As for the energy above the lowest of the compared OMol25 structures with the same formula, charge and spin: 203.6 kJ/mol. As for the SMILES: S=C1C=NN=C1. As for the HOMO energy: -9.820 eV.

Element x y z (Å)
S: 1.3526 1.9834 -0.2008
N: -1.1486 -0.8454 0.7277
N: -0.4258 -1.5186 -0.3119
C: 0.3021 -0.6489 -0.9748
C: -0.5797 0.3541 0.8755
C: 0.4072 0.5910 -0.0730
H: 0.8989 -0.9623 -1.8847
H: -0.8067 1.0468 1.8420



No. 2
Molecular formula: C27H43BrN2P2Pd
Method: DFT, wB97M-V/def2-TZVPD

The charge is +2. As for the energy above the lowest of the compared OMol25 structures with the same formula, charge and spin: 0.0 kJ/mol. The expectation value of S² is 2.005. Its multiplicity is 3. As for the HOMO energy (alpha / beta): -12.467 / -12.455 eV.

Element x y z (Å)
Pd: -1.3069 0.1349 1.0994
Br: 2.2826 3.0731 0.0922
P: -0.6818 -2.0402 0.5047
P: 5.1822 -0.8674 0.6341
N: -0.4824 -0.0448 3.1018
N: -6.7639 5.0587 -4.5078
C: -3.2265 2.1613 -2.0382
C: 0.5164 -2.5783 -0.7782
C: -1.5080 -4.4829 1.8463
C: -2.3399 -2.2632 -0.2419
C: -5.0412 3.8256 -2.6432
C: 0.0322 -2.4526 -2.2158
C: -5.7266 5.0400 -2.3644
C: 5.9657 1.7644 0.4664
C: 5.0785 -1.9619 3.1727
C: 5.2407 -2.2954 -1.7342
C: -0.3763 0.0962 4.2578
C: 0.3596 1.6866 -1.4303
C: -3.3538 -1.7385 0.7833
C: 4.2217 -1.7895 1.8981
C: -2.0587 1.8024 -1.3037
C: 4.8123 0.8793 0.9766
C: -0.9029 1.3181 -1.9444
C: -6.5986 5.6066 -3.3051
C: 0.5168 2.5021 -0.2989
C: -4.0999 3.1711 -1.7006
C: -6.1140 3.9440 -4.8327
C: 4.4121 -1.2273 -0.9857
C: -1.9157 2.0821 0.0999
C: -0.3194 0.3352 5.7088
C: -5.2335 3.3283 -3.9429
C: -0.5767 2.3138 0.6272
C: -0.4434 -3.3798 1.7585
H: 1.3865 -1.9383 -0.6135
H: -2.9213 -0.9109 1.4111
H: 0.5630 0.9415 5.9660
H: -2.8388 2.3733 0.6185
H: -0.5380 2.6863 1.6381
H: -4.2173 -1.2901 0.2809
H: -2.3255 -1.5792 -1.1104
H: -0.3571 -2.8360 2.7126
H: 3.2706 -1.2999 2.1225
H: -6.3285 3.5577 -5.8290
H: -0.2540 -0.6135 6.2583
H: -7.1729 6.5146 -3.0449
H: 6.0496 1.7339 -0.6241
H: 5.1286 -3.2797 -1.2646
H: -0.2488 -1.4226 -2.4753
H: -3.7004 -2.5066 1.4793
H: 3.8481 1.1819 0.5267
H: 0.8191 -2.7562 -2.9232
H: -0.8400 -3.0948 -2.3961
H: -1.7452 -4.9066 0.8633
H: 4.7216 1.0226 2.0677
H: 0.5410 -3.8507 1.5735
H: 4.9257 -2.3812 -2.7804
H: -4.7385 2.4577 -4.3122
H: -2.5709 -3.2765 -0.5998
H: 6.0815 -2.3718 2.9578
H: 4.6224 -2.6645 3.8872
H: -1.1479 -5.3107 2.4734
H: -1.2325 0.8485 6.0453
H: 4.0129 -2.7885 1.4948
H: -5.6118 5.5230 -1.3869
H: 1.2548 1.2829 -1.8859
H: -3.3589 1.7467 -3.0232
H: 0.8509 -3.6073 -0.5833
H: 3.3542 -1.5395 -0.8890
H: 4.4295 -0.2957 -1.5839
H: -4.0355 3.6821 -0.7381
H: 5.1899 -0.9990 3.6985
H: -1.0226 0.8644 -2.9482
H: 6.9319 1.4569 0.8805
H: 5.8063 2.8062 0.7624
H: -2.4407 -4.1207 2.2918
H: 6.3083 -2.0416 -1.7576



No. 3
Molecular formula: C42H83Cl2F2N6O10P2
Method: DFT, wB97M-V/def2-TZVPD

The charge is +1. As for the HOMO energy: -9.281 eV.

Element x y z (Å)
Cl: -2.1959 -1.3196 4.3884
Cl: 1.4166 -3.4117 2.5283
P: 2.3020 -1.6575 1.6543
P: 0.4944 -2.5109 -2.0834
F: 3.2294 3.9418 3.0934
F: -0.5611 0.4719 6.3817
O: 3.7478 -1.4579 2.5823
O: -3.1009 0.7312 2.2628
O: -7.8777 -4.6481 0.6583
O: 4.8878 2.5952 2.1731
O: 0.7641 -2.9938 -3.5415
O: -8.2302 -6.3705 -0.8929
O: 1.7129 -3.2141 -1.1286
O: 1.6642 2.2902 1.2791
O: -1.0959 -3.0775 -1.7166
O: 1.6454 1.0221 6.1974
N: 3.4827 5.0999 8.4410
N: 3.0036 1.4132 2.9862
N: -1.0934 0.5973 0.8045
N: -1.7251 5.3421 -2.1619
N: -2.1173 2.7061 3.6561
N: 2.6390 -4.3042 -7.7605
C: -2.7704 4.6801 -2.9377
C: 0.4944 -0.6320 -2.1467
C: 1.1421 -0.1542 1.8376
C: 3.6954 -3.9390 -8.7008
C: 0.6958 0.3308 5.7377
C: 0.9272 0.1445 -0.8210
C: 2.6145 -5.6985 -7.3284
C: -6.1223 -2.9331 0.9943
C: 1.7571 4.1637 6.8889
C: 3.7297 -4.7984 -9.9597
C: 4.6321 5.9935 8.5778
C: 0.1530 -0.2281 0.5307
C: 2.4520 -3.3205 -6.6953
C: -1.8310 1.0340 -0.4283
C: -8.1246 -4.0067 -1.8430
C: -8.1020 -5.1400 -0.6828
C: 0.2002 -0.1929 3.1897
C: -6.4070 -4.5033 0.7783
C: 2.7481 -5.4841 -0.9400
C: -2.0396 -2.6646 -2.7720
C: 1.9187 1.2534 1.9511
C: -2.2934 4.1181 -4.2725
C: -2.8578 -1.3257 0.9726
C: -2.6320 1.7460 3.1175
C: -2.0594 -0.1179 1.7490
C: -2.1301 5.6401 -0.7883
C: 3.1016 4.8639 7.0521
C: -2.5265 -3.9684 -3.6258
C: 1.3618 -4.6291 -0.9760
C: -1.2129 -0.9104 2.9099
C: 0.9778 -0.6904 4.5038
C: 3.7672 2.6651 2.7036
C: 3.8589 -6.2482 -6.6377
C: -1.8045 7.5966 -3.3631
C: 4.4133 2.7698 8.9239
C: -4.3894 -0.9617 0.6298
C: -5.0223 -2.3187 -0.0473
C: -0.9976 6.4122 -2.8409
C: 3.6027 -3.1135 -5.7121
C: -3.2659 6.6411 -0.5841
C: 3.4998 3.9284 9.3122
C: 5.9743 5.5131 8.0276
H: 4.1060 1.8643 9.4592
H: 2.4045 -6.3246 -8.2028
H: 4.4927 -4.4184 -10.6448
H: 2.7767 -6.0447 0.0618
H: -3.6262 6.5831 0.4472
H: 6.4339 4.7682 8.6783
H: 3.6699 -3.9302 -4.9925
H: -4.5129 -0.1073 -0.1200
H: 0.5676 -1.7217 4.7977
H: 6.6707 6.3548 7.9704
H: 4.6857 -3.9666 -8.2293
H: 2.0643 -0.0360 -0.6732
H: 0.8487 1.2802 -1.0488
H: 4.3844 6.9394 8.0821
H: -0.5322 -0.3168 -2.5860
H: 4.7860 -5.9443 -7.1310
H: -8.8181 -4.3255 -2.6901
H: 2.4763 3.5448 9.3909
H: -2.0534 8.3021 -2.5704
H: 0.9575 4.7210 7.3844
H: 1.7498 -5.8598 -6.6748
H: 2.2310 -2.3538 -7.1634
H: -3.2291 -4.5834 -2.9664
H: 0.7171 -5.0302 -1.8456
H: -4.1195 6.4452 -1.2367
H: -7.1253 -2.3686 0.9484
H: 0.7862 -4.8264 0.0084
H: 2.1146 -0.7389 4.4144
H: 1.7737 3.1476 7.2873
H: 1.5469 -3.5678 -6.1288
H: 3.6610 -4.7920 -1.0212
H: -1.2494 1.8473 -1.0170
H: -2.8482 1.5335 -0.1805
H: -1.5527 -4.5618 -3.8374
H: -5.7499 -2.8047 2.0874
H: -5.6010 -2.0279 -0.9890
H: -5.8402 -4.9868 -0.0885
H: -1.2114 8.1484 -4.1003
H: -0.9492 -1.9263 2.4134
H: -7.0206 -3.8894 -2.1681
H: -8.4219 -2.9955 -1.3688
H: -2.3483 -1.6346 -0.0040
H: -3.1543 3.8333 -2.3564
H: 5.4512 2.9586 9.1984
H: -3.0238 -3.6420 -4.6201
H: 4.7600 6.2585 9.6335
H: -3.1097 3.5745 -4.7567
H: -1.4617 3.4210 -4.1346
H: 3.7435 4.2405 10.3339
H: -0.1497 -1.3461 0.4269
H: 1.5059 4.0903 5.8261
H: 4.5679 -3.0079 -6.2129
H: 1.2564 -0.3358 -2.9713
H: -6.1484 -5.0388 1.7734
H: 3.7946 -2.1875 3.2593
H: -1.9784 4.9063 -4.9600
H: -4.1879 -3.0985 -0.2445
H: -3.6222 5.3459 -3.1218
H: -2.7293 7.2924 -3.8609
H: -5.0442 -0.7844 1.5695
H: -2.9327 7.6668 -0.7436
H: -2.9463 -2.0948 -2.3199
H: 3.8333 -7.3437 -6.6521
H: 5.8894 5.0944 7.0222
H: 3.9828 -5.8384 -9.7394
H: 3.0208 5.8300 6.5423
H: -2.9024 -2.2861 1.6226
H: 3.9096 -5.9500 -5.5901
H: -1.5780 -1.9542 -3.5408
H: 2.4724 1.5602 3.8702
H: -2.4234 4.6961 -0.3107
H: -0.4503 5.9739 -3.6829
H: 2.7692 -4.7749 -10.4814
H: 3.5321 -2.9058 -9.0259
H: -2.0651 0.2053 -1.1762
H: 3.4344 -2.1985 -5.1363
H: -0.2082 6.7887 -2.1809
H: 2.7066 -6.2376 -1.8045
H: -0.7206 1.4835 1.2311
H: -1.2566 5.9793 -0.2198
H: 4.3726 2.5383 7.8558
H: -0.0531 0.9281 3.3828
H: 3.8655 4.2882 6.5136



Number 1: calculated total energy -623.09557 hartree. Number 2: calculated total energy -4548.05899 hartree. Number 3: calculated total energy -4533.36328 hartree.